Entry 1:
2 unconnected molecules or ions with the total composition C5H10O. Source: the Open Molecules 2025 dataset; level of theory: ωB97M-V with the def2-TZVPD basis set.

Properties
Orbital gap, eV: 8.556
E_LUMO, eV: -0.343
Net charge: 0
2S+1: 1

Last column: Löwdin charge in e.
Atoms and positions in Å:
1 C -1.17340 -0.74319 -1.14765  -0.06
2 C -0.97948 -0.75698 0.35852  -0.35
3 C 0.31901 -0.51939 1.05471  -0.35
4 C 1.64388 -0.25769 0.36383  -0.07
5 C -0.74940 0.52877 1.08367  0.17
6 O -0.11549 2.30882 -0.59808  -0.08
7 H -0.57120 0.03643 -1.62033  0.06
8 H -2.22104 -0.54115 -1.39238  0.08
9 H -0.89733 -1.71448 -1.57248  0.08
10 H -1.66873 -1.41399 0.89226  0.14
11 H 0.41457 -1.01997 2.02049  0.14
12 H 2.27924 0.39448 0.97438  0.08
13 H 2.17830 -1.19954 0.20173  0.08
14 H 1.49603 0.22377 -0.60586  0.06
15 H -0.68806 2.14281 0.18060  -0.01
16 H 0.73310 2.53131 -0.19340  0.04

=====

Entry 2:
A gas-phase ion, C3H7OS (charge -1) in a non-equilibrium geometry. Source: the Open Molecules 2025 dataset; level of theory: ωB97M-V with the def2-TZVPD basis set.

Properties
Orbital gap, eV: 5.756
Structure (SMILES): [O-]CCCS
E_LUMO, eV: 3.356
Net charge: -1
2S+1: 1

Last column: Löwdin charge in e.
Atoms and positions in Å:
1 C -1.31841 -0.56548 -0.62120  -0.57
2 O -1.88586 -1.03705 0.49306  -0.36
3 C 0.19871 -0.20190 -0.47123  -0.29
4 C 0.50943 0.16467 0.97706  -0.60
5 S 1.78805 1.43190 1.23053  0.61
6 H -1.80837 0.38975 -0.98941  0.07
7 H -1.35894 -1.21428 -1.53969  0.07
8 H 0.85734 -1.00409 -0.80013  0.09
9 H 0.45532 0.61271 -1.11448  0.05
10 H 0.94288 -0.70432 1.45556  0.05
11 H -0.45786 0.39534 1.42300  0.06
12 H 2.07772 1.73276 -0.04307  -0.19

=====

Entry 3:
12 unconnected molecules or ions with the total composition C40H110N14O18 in a non-equilibrium geometry. Source: the Open Molecules 2025 dataset; level of theory: ωB97M-V with the def2-TZVPD basis set.

Properties
Orbital gap (spin up / spin down), eV: 6.672 / 1.349
E_LUMO (spin up / spin down), eV: -2.916 / -8.234
Net charge: +1
2S+1: 2

Last column: Löwdin charge in e.
Atoms and positions in Å:
1 C 2.39892 -0.00755 4.48495  -0.81
2 O 2.50035 -0.80771 3.63289  0.06
3 N 2.62114 -0.18495 5.74152  0.19
4 N 1.89249 1.16613 4.30375  0.18
5 H 2.38570 0.57949 6.35820  0.12
6 H 2.79177 -1.14316 6.01140  0.08
7 H 1.42038 1.21193 3.41206  0.07
8 H 1.77162 1.81112 5.07153  0.12
9 C -4.47836 1.90165 1.83037  -0.77
10 O -4.54501 3.09849 1.49935  0.00
11 N -3.51130 1.17951 1.45555  0.22
12 N -5.26600 1.30034 2.65206  0.19
13 H -2.92038 1.70775 0.82956  0.09
14 H -3.50323 0.20691 1.72776  0.09
15 H -5.82320 1.93197 3.20946  0.13
16 H -5.08484 0.33858 2.90162  0.07
17 C -2.61466 3.10866 -1.54983  -0.73
18 O -1.92241 2.36166 -0.94113  0.01
19 N -2.19699 3.89203 -2.54128  0.21
20 N -3.76570 3.55340 -1.10991  0.19
21 H -2.68500 4.76448 -2.68548  0.06
22 H -1.29773 3.68817 -2.95342  0.09
23 H -4.12073 3.18223 -0.24026  0.05
24 H -4.42932 4.13430 -1.60212  0.10
25 C 0.31157 -0.03457 1.15939  -0.79
26 O 0.71717 0.80218 1.83771  0.06
27 N 0.92404 -1.19430 1.28844  0.21
28 N -0.50264 0.11342 0.16537  0.22
29 H 0.58273 -2.09548 0.98600  0.05
30 H 1.63513 -1.23784 2.00436  0.07
31 H -1.03537 0.97128 0.14614  0.07
32 H -0.31551 -0.43548 -0.66155  0.08
33 C -3.04129 -2.75932 0.92364  -0.04
34 O -3.92183 -1.67741 1.39801  -0.20
35 C -5.31029 -1.82955 0.97360  -0.14
36 C -6.31578 -1.96225 2.14897  -0.07
37 N -6.35135 -3.36807 2.67721  0.19
38 C -5.39747 -3.56832 3.76599  -0.09
39 C -5.48498 -2.58372 4.94369  -0.21
40 O -4.95036 -1.29304 4.75720  -0.20
41 C -5.00798 -0.66060 6.04115  -0.07
42 H -2.98693 -2.56281 -0.14713  0.09
43 H -3.39250 -3.77988 1.07597  0.09
44 H -2.02017 -2.70819 1.30154  0.08
45 H -5.43310 -2.60030 0.21270  0.13
46 H -5.39356 -0.91058 0.39338  0.15
47 H -7.28336 -1.65781 1.74995  0.15
48 H -6.03206 -1.22750 2.90246  0.09
49 H -6.05128 -3.95257 1.91013  0.15
50 H -4.42978 -3.62198 3.26720  0.15
51 H -5.55228 -4.55145 4.21050  0.15
52 H -4.98159 -2.99398 5.81913  0.13
53 H -6.53261 -2.63544 5.24014  0.14
54 H -5.88810 -0.71491 6.68188  0.10
55 H -4.63526 0.36296 6.00222  0.10
56 H -4.19223 -1.19577 6.52721  0.10
57 C 3.96525 -2.66085 7.76986  -0.17
58 O 3.06067 -2.96816 6.80563  -0.20
59 C 3.20535 -4.32184 6.34569  -0.19
60 C 2.15159 -4.66386 5.28847  -0.17
61 N 2.49736 -4.22659 3.89897  -0.04
62 C 1.48313 -4.67389 2.98080  -0.23
63 C 1.43534 -6.17792 2.89400  -0.23
64 O 0.69476 -6.88273 3.89180  -0.22
65 C 0.51999 -8.27763 3.53811  -0.08
66 H 3.91377 -1.57985 7.89975  0.09
67 H 5.02013 -2.79341 7.52956  0.09
68 H 3.93154 -3.24730 8.68804  0.09
69 H 3.06602 -4.98136 7.20225  0.11
70 H 4.23707 -4.61520 6.15179  0.13
71 H 1.17497 -4.31243 5.62133  0.12
72 H 2.18000 -5.74788 5.39896  0.11
73 H 2.63356 -3.22647 3.86289  0.08
74 H 1.85884 -4.14004 2.10791  0.11
75 H 0.48258 -4.33495 3.24936  0.11
76 H 2.46288 -6.53827 2.94309  0.13
77 H 1.01900 -6.39862 1.91112  0.11
78 H 0.01400 -8.82946 4.33030  0.09
79 H 1.45605 -8.75489 3.24810  0.09
80 H -0.10789 -8.25382 2.64743  0.08
81 C 2.56203 -6.82333 -1.35123  -0.12
82 O 2.73128 -5.63871 -2.10623  -0.22
83 C 4.13092 -5.23232 -2.28798  -0.17
84 C 4.34307 -3.89991 -3.00098  -0.21
85 N 4.12703 -2.67734 -2.23703  -0.03
86 C 2.76590 -2.50627 -1.61974  -0.15
87 C 1.68725 -2.36543 -2.72755  -0.19
88 O 0.41795 -2.16116 -2.12087  -0.26
89 C -0.76911 -2.00558 -2.90912  -0.06
90 H 3.05606 -7.68613 -1.79801  0.09
91 H 1.48819 -7.00156 -1.29466  0.08
92 H 2.94971 -6.64683 -0.34791  0.08
93 H 4.51129 -5.97977 -2.98421  0.12
94 H 4.69667 -5.25225 -1.35651  0.12
95 H 3.74428 -3.86079 -3.91094  0.11
96 H 5.36028 -3.90123 -3.39261  0.12
97 H 4.31550 -1.87578 -2.82190  0.05
98 H 2.72575 -1.56955 -1.06381  0.10
99 H 2.44121 -3.23989 -0.88185  0.10
100 H 1.76105 -3.29820 -3.28665  0.11
101 H 1.86181 -1.63429 -3.51689  0.10
102 H -0.84019 -2.89797 -3.53097  0.10
103 H -0.78583 -1.10108 -3.51714  0.08
104 H -1.52221 -1.81622 -2.14421  0.08
105 C -4.20026 5.91607 -4.27226  -0.08
106 O -4.09143 5.79862 -2.86047  -0.25
107 C -4.42940 7.00330 -2.17758  -0.20
108 C -4.14261 6.89275 -0.67547  -0.19
109 N -2.70035 6.65422 -0.53067  -0.05
110 C -2.24615 6.74401 0.85611  -0.19
111 C -0.66113 6.65984 0.85101  -0.17
112 O -0.12721 5.48524 0.16727  -0.20
113 C -0.50650 4.19027 0.75519  -0.07
114 H -3.84041 4.99167 -4.72402  0.08
115 H -3.72929 6.81228 -4.67611  0.10
116 H -5.24454 5.99318 -4.57494  0.09
117 H -5.46773 7.32576 -2.25483  0.12
118 H -3.93920 7.91561 -2.51743  0.13
119 H -4.53737 5.96712 -0.25657  0.10
120 H -4.53839 7.76108 -0.14873  0.13
121 H -2.48206 5.72804 -0.86928  0.07
122 H -2.62747 5.95502 1.50432  0.10
123 H -2.51408 7.70105 1.30376  0.11
124 H -0.29313 6.56947 1.87302  0.10
125 H -0.22426 7.57993 0.46284  0.11
126 H -0.55787 4.19266 1.84398  0.09
127 H 0.07244 3.39053 0.29329  0.08
128 H -1.57189 3.99343 0.63559  0.05
129 C 0.51656 1.14945 -2.66504  -0.10
130 O 0.27143 2.14534 -3.59840  -0.23
131 C 1.36305 2.81065 -4.18040  -0.19
132 C 0.88963 4.09696 -4.98574  -0.17
133 N -0.35616 3.73871 -5.74239  -0.06
134 C -0.95027 5.04088 -5.98908  -0.20
135 C -2.13412 4.87224 -7.03016  -0.21
136 O -2.84469 6.10762 -7.10966  -0.21
137 C -3.53798 6.14563 -8.36482  -0.10
138 H 1.13316 0.38360 -3.13556  0.07
139 H -0.43643 0.73685 -2.33387  0.07
140 H 1.13858 1.59137 -1.88665  0.11
141 H 1.74128 2.06395 -4.87860  0.11
142 H 2.11434 3.04235 -3.42544  0.12
143 H 1.63825 4.29952 -5.75165  0.12
144 H 0.83215 4.88151 -4.23124  0.11
145 H -0.88876 3.18472 -5.08701  0.08
146 H -0.14811 5.58630 -6.48623  0.12
147 H -1.28387 5.47495 -5.04653  0.11
148 H -2.85300 4.13305 -6.67673  0.11
149 H -1.76255 4.43961 -7.95907  0.12
150 H -2.92499 6.00244 -9.25467  0.08
151 H -4.11916 7.06474 -8.43944  0.09
152 H -4.19989 5.27979 -8.34782  0.08
153 C 4.06591 -0.62355 -5.30549  -0.12
154 O 4.56000 -0.50131 -4.03490  -0.22
155 C 4.55767 0.80377 -3.52688  -0.18
156 C 5.30975 1.09435 -2.18318  -0.17
157 N 4.98916 0.27263 -0.99982  -0.06
158 C 5.93992 0.48195 0.10663  -0.19
159 C 5.76432 -0.37825 1.41603  -0.12
160 O 6.02617 -1.81512 1.09251  -0.18
161 C 5.08386 -2.61728 1.70169  -0.17
162 H 2.97690 -0.62362 -5.35198  0.09
163 H 4.47039 -1.50136 -5.80942  0.10
164 H 4.51553 0.17932 -5.88973  0.09
165 H 3.50099 0.96863 -3.31631  0.09
166 H 4.84856 1.52913 -4.28671  0.12
167 H 5.15821 2.13018 -1.87953  0.12
168 H 6.38031 1.06799 -2.38642  0.11
169 H 4.96609 -0.70726 -1.24350  0.07
170 H 5.78858 1.48689 0.50071  0.11
171 H 6.95654 0.49433 -0.28636  0.11
172 H 4.73100 -0.27815 1.74819  0.10
173 H 6.45462 0.03138 2.15345  0.12
174 H 5.26580 -3.63821 1.36600  0.08
175 H 4.07655 -2.37427 1.36351  0.07
176 H 5.11779 -2.77846 2.77917  0.08
177 O 2.98271 2.27189 0.89780  -0.05
178 H 2.47640 1.70954 1.48403  -0.01
179 H 3.43813 1.66358 0.31575  -0.01
180 O 0.02556 -3.73619 -0.01765  -0.05
181 H 0.24756 -3.52992 -0.92561  0.01
182 H -0.73815 -4.30967 -0.08167  0.04